1.
{"formula": "C10H20AsF6O5PS4W", "method": "ωB97M-V/def2-TZVPD", "homo_lumo_gap_ha": [0.3045, 0.2613], "e_above_lowest_kcal_mol": 21.3, "total_charge": 1, "homo_ev": [-12.4, -12.4], "max_force_ha_per_bohr": 0.0105, "multiplicity": 2, "species": ["W", "C", "C", "O", "C", "C", "O", "C", "C", "O", "C", "C", "O", "C", "C", "O", "H", "H", "H", "H", "H", "H", "H", "H", "H", "H", "H", "H", "H", "H", "H", "H", "H", "H", "H", "H", "S", "As", "S", "S", "S", "F", "P", "F", "F", "F", "F", "F"], "positions_angstrom": [[-1.59, -0.25, -0.15], [2.25, -2.06, -0.78], [2.89, -0.71, -0.59], [2.08, 0.27, -1.22], [2.63, 1.57, -1.14], [1.94, 2.47, -2.13], [0.53, 2.56, -1.98], [0.05, 3.36, -0.94], [-0.28, 2.56, 0.30], [-1.18, 1.51, -0.04], [-3.29, 0.68, 1.83], [-3.50, -0.63, 1.93], [-1.68, -2.06, 0.11], [-0.93, -3.14, 0.67], [0.34, -3.31, -0.14], [1.03, -2.08, -0.07], [2.93, -2.83, -0.40], [2.07, -2.26, -1.85], [3.88, -0.72, -1.05], [2.99, -0.50, 0.48], [3.70, 1.54, -1.40], [2.56, 1.95, -0.11], [2.10, 2.08, -3.14], [2.39, 3.47, -2.08], [-0.85, 3.86, -1.30], [0.77, 4.14, -0.65], [-0.77, 3.19, 1.05], [0.59, 2.09, 0.75], [-3.96, 1.32, 1.27], [-2.49, 1.16, 2.39], [-4.33, -1.12, 1.43], [-2.86, -1.25, 2.56], [-1.55, -4.03, 0.65], [-0.67, -2.87, 1.70], [0.11, -3.57, -1.18], [0.93, -4.12, 0.30], [-3.11, -1.81, -4.75], [-2.45, -0.47, -3.19], [-3.66, -0.09, -1.45], [-0.50, -0.50, -2.31], [-2.88, 0.33, -5.15], [1.69, 0.63, 2.21], [0.66, 0.08, 3.29], [1.20, -1.38, 3.01], [-0.62, -0.55, 3.97], [1.47, 0.40, 4.56], [-0.50, -0.36, 1.52], [-0.13, 1.45, 3.17]]}


2.
{"formula": "C26H17FeN7S3", "method": "ωB97M-V/def2-TZVPD", "homo_lumo_gap_ha": [0.2547, 0.2549], "e_above_lowest_kcal_mol": 23.6, "total_charge": 0, "homo_ev": [-7.7, -7.7], "max_force_ha_per_bohr": 0.0144, "multiplicity": 5, "species": ["Fe", "C", "C", "C", "C", "N", "C", "N", "C", "N", "C", "N", "C", "C", "C", "C", "C", "N", "C", "C", "C", "C", "C", "C", "H", "H", "H", "H", "H", "H", "H", "H", "H", "H", "H", "H", "S", "C", "S", "C", "N", "N", "C", "C", "C", "C", "C", "C", "S", "H", "H", "H", "H", "H"], "positions_angstrom": [[0.17, 0.01, -1.07], [-2.26, 3.05, -0.49], [-3.49, 2.37, -0.57], [-3.59, 1.25, -1.34], [-2.46, 0.76, -2.02], [-1.26, 1.37, -1.89], [-1.20, 2.51, -1.16], [-2.63, -0.30, -2.89], [-1.70, -1.14, -3.13], [-0.51, -1.27, -2.47], [0.25, -2.22, -3.10], [1.46, -2.57, -2.83], [2.24, -1.85, -1.94], [3.25, -2.55, -1.25], [4.13, -1.86, -0.45], [4.04, -0.47, -0.38], [3.03, 0.15, -1.06], [2.12, -0.51, -1.81], [-0.55, -2.83, -4.19], [-0.26, -3.84, -5.08], [-1.26, -4.18, -6.00], [-2.48, -3.50, -6.02], [-2.74, -2.47, -5.12], [-1.76, -2.16, -4.21], [-2.15, 3.95, 0.09], [-4.35, 2.74, -0.03], [-4.52, 0.71, -1.45], [-0.23, 3.00, -1.13], [3.29, -3.62, -1.36], [4.89, -2.39, 0.10], [4.74, 0.11, 0.21], [2.93, 1.22, -1.05], [0.69, -4.34, -5.08], [-1.08, -4.97, -6.71], [-3.23, -3.79, -6.74], [-3.68, -1.93, -5.14], [0.72, -1.23, 6.49], [0.38, -0.71, 4.95], [0.03, -1.84, 3.68], [-0.09, -0.55, 2.53], [0.10, 0.61, 3.04], [0.35, 0.53, 4.40], [0.58, 1.79, 5.04], [0.92, 2.88, 4.24], [1.15, 4.12, 4.82], [1.03, 4.29, 6.19], [0.67, 3.21, 6.98], [0.44, 1.96, 6.41], [-0.48, -0.91, 0.88], [1.01, 2.75, 3.18], [1.42, 4.95, 4.19], [1.21, 5.26, 6.64], [0.56, 3.32, 8.05], [0.14, 1.13, 7.04]]}


3.
{"formula": "C6H15NO2", "method": "ωB97M-V/def2-TZVPD", "homo_lumo_gap_ha": [0.2430, 0.2429], "e_above_lowest_kcal_mol": 143.5, "total_charge": 0, "homo_ev": [-5.8, -5.8], "max_force_ha_per_bohr": 0.0685, "species": ["C", "C", "C", "C", "C", "C", "N", "O", "O", "H", "H", "H", "H", "H", "H", "H", "H", "H", "H", "H", "H", "H", "H", "H"], "positions_angstrom": [[0.37, -0.41, 0.28], [-1.86, -0.33, -0.87], [0.06, 0.94, 0.09], [2.14, 0.37, 1.11], [-1.91, -1.58, -1.70], [3.15, 0.79, 0.09], [-0.64, 1.69, 0.97], [-0.16, -1.15, 1.28], [-2.52, -0.54, 0.42], [-1.15, -1.11, 1.19], [-3.36, -1.00, 0.31], [0.89, -0.94, -0.52], [-2.34, 0.52, -1.37], [0.54, 1.44, -0.74], [-1.31, 1.21, 1.55], [-0.70, 2.68, 0.80], [2.33, -0.60, 1.57], [1.92, 1.10, 1.89], [-1.49, -1.40, -2.69], [-1.34, -2.40, -1.23], [-2.94, -1.97, -1.85], [3.15, 0.12, -0.78], [4.17, 0.77, 0.49], [2.97, 1.81, -0.27]]}


4.
{"formula": "C8H13NP", "method": "ωB97M-V/def2-TZVPD", "homo_lumo_gap_ha": [0.1520, 0.1519], "e_above_lowest_kcal_mol": 62.3, "total_charge": 1, "homo_ev": [-9.8, -9.8], "max_force_ha_per_bohr": 0.1039, "species": ["C", "C", "C", "C", "C", "C", "C", "C", "N", "P", "H", "H", "H", "H", "H", "H", "H", "H", "H", "H", "H", "H", "H"], "positions_angstrom": [[-0.37, -1.97, 3.41], [-0.43, -0.61, 3.32], [-0.38, -2.64, 2.20], [-0.50, 0.16, 2.04], [-0.36, -2.01, 0.96], [-0.33, -0.67, 0.79], [-0.10, -1.22, -1.90], [1.06, 2.95, -2.73], [0.94, 3.69, -3.75], [-0.19, 0.23, -0.64], [-0.42, -2.50, 4.33], [-0.51, 0.01, 4.30], [-0.57, -3.70, 2.22], [0.35, 0.86, 2.19], [-0.41, -2.80, 0.19], [0.81, -1.12, -2.41], [-0.89, -1.15, -2.52], [-0.11, -2.17, -1.37], [0.35, 2.24, -2.36], [1.88, 3.19, -2.09], [-1.39, 0.88, 2.08], [1.34, 4.63, -3.73], [0.24, 3.71, -4.52]]}


5.
{"formula": "C4H27N2O10", "method": "ωB97M-V/def2-TZVPD", "homo_lumo_gap_ha": 0.3928, "e_above_lowest_kcal_mol": 0.0, "total_charge": 1, "homo_ev": -13.1, "max_force_ha_per_bohr": 0.0587, "species": ["C", "O", "C", "C", "C", "N", "O", "N", "H", "H", "H", "H", "H", "H", "H", "H", "H", "H", "H", "H", "H", "O", "H", "H", "O", "H", "H", "O", "H", "H", "O", "H", "H", "O", "H", "H", "O", "H", "H", "O", "H", "H", "O"], "positions_angstrom": [[1.51, -0.84, -1.28], [1.72, -1.70, -2.35], [-0.01, -0.84, -1.02], [-0.45, 0.18, 0.04], [-0.63, 1.54, -0.60], [-1.57, 2.37, -0.06], [0.04, 1.92, -1.56], [-0.39, -2.23, -0.55], [2.11, -1.20, -0.48], [1.88, 0.18, -1.51], [1.50, -1.22, -3.21], [-0.58, -0.59, -1.99], [-1.33, -0.15, 0.54], [0.33, 0.29, 0.84], [-1.79, 3.28, -0.42], [-2.16, 2.00, 0.68], [-1.43, -2.36, -0.62], [-0.07, -2.36, 0.42], [0.10, -2.90, -1.19], [0.78, 0.87, -4.47], [0.49, 1.02, -3.02], [0.60, 0.34, -3.71], [-3.82, -2.16, -0.97], [-3.35, -1.15, 0.13], [-3.10, -1.97, -0.36], [2.53, 0.24, 1.69], [2.87, -0.19, 3.12], [2.17, -0.23, 2.45], [0.97, -1.37, 2.32], [0.26, -2.62, 2.94], [0.15, -1.95, 2.24], [-1.70, 0.03, 3.86], [-1.06, -0.80, 2.76], [-1.68, -0.11, 2.92], [-4.46, 0.30, 1.45], [-2.97, 0.09, 1.88], [-3.60, 0.26, 1.10], [4.15, 1.05, 0.22], [2.89, 1.79, -0.06], [3.25, 0.97, 0.31], [1.38, 2.96, -1.26], [2.17, 4.07, -0.42], [2.27, 3.19, -0.81]]}


6.
{"formula": "Cl2H2NP", "method": "ωB97M-V/def2-TZVPD", "homo_lumo_gap_ha": 0.3453, "e_above_lowest_kcal_mol": 117.7, "total_charge": 0, "homo_ev": -9.8, "max_force_ha_per_bohr": 0.0666, "species": ["N", "P", "Cl", "Cl", "H", "H"], "positions_angstrom": [[2.13, -0.13, 0.49], [0.52, -0.64, 0.48], [3.39, -1.08, -0.26], [2.16, 1.52, -0.10], [0.26, 0.48, 1.36], [0.09, 0.52, -0.70]]}